Entry from the OMol25 dataset: a 9-piece molecular cluster, C17H34Cl6F9N2O9S overall at a distorted geometry (ωB97M-V/def2-TZVPD).

Results
Gap between HOMO and LUMO: 2.85 eV

```
! RIJCOSX wB97M-V def2-TZVPD def2/J DEFGRID3
* xyz -1 1
N 2.67 -1.13 7.33
H 1.74 -1.02 7.68
H 2.86 -2.06 6.97
H 3.43 -0.76 7.88
H 2.58 -0.54 6.52
N 0.59 -1.58 1.80
H 0.04 -2.22 2.36
H 0.92 -0.88 2.44
H 0.00 -0.91 1.33
H 1.37 -2.06 1.37
C 1.50 -7.80 4.19
F 2.38 -8.27 5.06
F 2.06 -7.71 2.96
F 0.41 -8.56 4.18
S 0.94 -6.02 4.81
O 0.03 -5.46 3.83
O 0.32 -6.27 6.12
O 2.17 -5.16 4.94
O -1.38 -0.23 7.09
C -1.67 0.65 5.98
C -0.58 1.67 5.44
O 0.56 1.13 4.80
H -2.48 1.27 6.34
H -1.94 0.01 5.14
H -0.35 2.53 6.06
H -1.15 2.26 4.72
C -0.29 -2.35 -6.63
C -0.49 -3.68 -5.89
O 0.43 -3.59 -4.88
C 0.77 -4.72 -4.18
O 0.29 -5.85 -4.40
C 1.82 -4.57 -3.04
F 2.43 -5.74 -2.90
F 2.69 -3.58 -3.33
F 1.27 -4.29 -1.81
H -1.11 -2.21 -7.33
H 0.66 -2.27 -7.15
H -0.35 -1.50 -5.94
H -0.30 -4.43 -6.66
H -1.50 -3.76 -5.50
C -6.10 6.11 -2.98
C -4.81 6.91 -2.75
O -4.27 6.43 -1.53
C -2.94 6.01 -1.49
O -2.13 6.18 -2.43
C -2.41 5.44 -0.11
F -1.26 5.99 0.19
F -3.31 5.65 0.87
F -2.19 4.14 -0.25
H -6.57 5.81 -2.05
H -5.80 5.21 -3.51
H -6.95 6.45 -3.58
H -5.05 7.95 -2.54
H -4.07 6.91 -3.55
Cl 1.99 1.17 -2.45
C 2.17 2.62 -3.59
C 3.47 2.58 -4.41
Cl 4.87 2.55 -3.30
H 2.26 3.42 -2.85
H 1.25 2.72 -4.17
H 3.58 3.43 -5.09
H 3.41 1.65 -4.97
Cl 8.72 0.59 3.11
C 7.77 0.81 1.60
C 6.28 0.68 1.88
Cl 5.98 -1.05 2.36
H 8.19 0.30 0.72
H 7.97 1.84 1.32
H 5.63 0.96 1.05
H 5.96 1.38 2.65
Cl -4.70 0.19 -0.08
C -5.97 0.38 -1.35
C -5.47 -0.25 -2.68
Cl -4.17 0.69 -3.43
H -6.23 1.43 -1.31
H -6.88 -0.14 -1.05
H -6.30 -0.19 -3.38
H -5.22 -1.30 -2.55
*
```

Löwdin population analysis, charges in e, atoms 1 to 4: 0.320, 0.128, 0.142, 0.136

Entry from the OMol25 dataset: C17H34NO15PbS3 as an isolated structure at a distorted geometry (ωB97M-V/def2-TZVPD).

Results
Gap between HOMO and LUMO: 2.14 eV

```
! RIJCOSX wB97M-V def2-TZVPD def2/J DEFGRID3
* xyz -1 1
Pb 0.22 1.12 0.28
C -5.40 -2.16 0.60
C -3.88 -2.07 0.41
C -3.27 -3.43 -0.04
C -3.20 -3.80 -1.53
C -2.82 -2.62 -2.40
C -3.65 -1.34 -2.10
N -3.47 -1.03 -0.61
O -3.68 0.34 -0.33
C -5.09 -1.59 -2.44
C -3.06 -0.27 -3.03
C -3.28 -1.74 1.79
H -5.97 -1.24 0.44
H -5.68 -2.38 1.63
H -5.93 -2.85 -0.06
H -3.80 -4.29 0.38
H -2.29 -3.42 0.44
H -4.07 -4.30 -1.96
H -2.38 -4.51 -1.60
H -2.87 -2.81 -3.47
H -1.82 -2.31 -2.10
H -5.34 -2.62 -2.19
H -5.27 -1.35 -3.49
H -5.74 -0.94 -1.84
H -3.18 -0.56 -4.07
H -2.01 -0.06 -2.83
H -3.51 0.70 -2.83
H -3.35 -2.61 2.45
H -3.75 -0.87 2.25
H -2.21 -1.61 1.91
O 3.83 3.25 1.77
C 4.69 4.43 1.79
C 5.79 4.75 2.96
O 6.37 3.62 3.54
H 4.07 5.31 1.62
H 5.21 4.51 0.84
H 5.35 5.33 3.78
H 6.53 5.41 2.51
C 4.49 5.89 -4.23
C 3.70 6.60 -5.29
O 2.33 6.18 -5.05
S 2.30 4.57 -4.58
O 1.91 3.74 -5.74
O 1.69 4.30 -3.29
O 3.91 4.63 -4.42
H 4.29 6.44 -3.31
H 5.56 5.74 -4.41
H 4.03 6.54 -6.32
H 3.69 7.67 -5.08
C -1.22 0.69 9.00
C -1.75 -0.56 8.26
O -0.65 -0.82 7.45
S 0.02 0.57 6.74
O -0.67 1.06 5.53
O 1.49 0.44 6.74
O -0.46 1.45 8.02
H -0.43 0.35 9.67
H -2.04 1.14 9.55
H -2.59 -0.29 7.63
H -2.16 -1.33 8.92
C 4.44 -4.81 -1.99
C 3.05 -5.07 -2.63
O 2.79 -3.97 -3.48
S 3.58 -2.56 -3.05
O 2.67 -1.65 -2.41
O 4.34 -2.10 -4.21
O 4.62 -3.40 -2.04
H 5.21 -5.22 -2.64
H 4.52 -5.12 -0.94
H 2.30 -5.06 -1.83
H 2.95 -6.07 -3.05
*
```

Löwdin population analysis, charges in e, atoms 1 to 4: 0.496, -0.062, -0.474, -0.132

Entry from the OMol25 dataset: C17H34O2P2Zn as an isolated structure at a distorted geometry (ωB97M-V/def2-TZVPD).

Results
Gap between HOMO and LUMO: 5.26 eV

```
! RIJCOSX wB97M-V def2-TZVPD def2/J DEFGRID3
* xyz 0 1
P -2.18 1.01 -1.46
P 1.61 0.40 -2.15
C -0.95 1.54 -2.68
C 0.06 0.44 -3.11
H -0.48 2.46 -2.30
H -1.54 1.87 -3.56
H -0.44 -0.55 -3.05
H 0.34 0.64 -4.15
C 2.56 1.84 -2.68
H 3.53 1.82 -2.16
H 2.02 2.78 -2.49
H 2.73 1.76 -3.76
C 2.49 -1.13 -2.53
H 2.94 -1.02 -3.53
H 1.84 -2.01 -2.58
H 3.30 -1.32 -1.80
C -3.10 2.54 -1.02
H -3.90 2.32 -0.29
H -3.58 2.88 -1.95
H -2.42 3.32 -0.65
C -3.48 0.26 -2.55
H -3.01 -0.44 -3.26
H -3.94 1.07 -3.12
H -4.28 -0.24 -1.98
Zn 1.38 -2.11 2.95
C 1.06 0.90 -0.48
C 0.03 1.95 -0.26
C -0.64 2.05 1.05
C -1.66 0.90 1.39
C -2.28 0.16 0.21
C -1.63 -0.70 -0.83
C -0.29 -1.36 -0.55
C 0.79 -0.51 0.15
C -0.51 -2.19 3.30
H 1.98 1.28 0.00
H 0.37 2.92 -0.62
H -1.20 3.02 1.08
H 0.17 2.07 1.82
H -1.30 0.20 2.15
H -2.49 1.45 1.86
H -3.32 -0.13 0.43
H -2.28 -1.46 -1.28
H 0.11 -1.77 -1.50
H -0.51 -2.22 0.08
H 0.57 -0.43 1.23
H 1.73 -1.06 0.08
H -0.75 -3.21 3.66
H -1.17 -1.94 2.46
H -0.67 -1.49 4.14
C 2.83 -2.90 5.65
C 3.73 -2.33 4.58
O 4.94 -2.25 4.74
O 3.14 -1.92 3.44
H 3.42 -3.25 6.49
H 2.24 -3.76 5.30
H 2.13 -2.16 6.07
*
```

natural (NBO) population analysis, charges in e, atoms 1 to 4: 1.693, 1.588, -0.786, -0.743

Entry from the OMol25 dataset: C17H34OP2Pd as an isolated structure at a distorted geometry (ωB97M-V/def2-TZVPD).

Results
Gap between HOMO and LUMO (alpha / beta): 3.38 / 7.27 eV

```
! RIJCOSX wB97M-V def2-TZVPD def2/J DEFGRID3
* xyz 0 3
P 0.82 0.87 2.04
P -2.32 -0.12 0.02
C 0.63 0.11 0.38
C -0.63 0.34 -0.50
H 0.92 -0.96 0.41
H 1.45 0.69 -0.06
H -0.60 1.34 -0.97
H -0.64 -0.42 -1.28
C -2.60 -1.88 -0.19
H -3.61 -2.09 0.19
H -1.88 -2.46 0.40
H -2.53 -2.16 -1.25
C -3.43 0.94 -0.91
H -3.40 0.63 -1.97
H -3.13 1.99 -0.80
H -4.44 0.82 -0.49
C 1.92 -0.10 3.08
H 1.83 0.30 4.10
H 2.93 0.03 2.68
H 1.61 -1.16 3.09
C 1.25 2.59 1.86
H 0.50 3.13 1.27
H 2.24 2.63 1.38
H 1.28 3.01 2.87
Pd -1.34 0.24 1.99
C 0.62 -0.07 -3.09
C 0.57 -1.36 -2.74
C 1.72 -2.31 -2.83
C 3.07 -1.77 -2.32
C 2.92 -0.78 -1.20
C 2.91 0.55 -1.43
C 2.80 1.19 -2.78
C 1.82 0.54 -3.77
C -1.39 0.97 3.93
H -0.28 0.58 -3.11
H -0.40 -1.87 -2.62
H 1.83 -2.67 -3.87
H 1.47 -3.20 -2.23
H 3.67 -2.62 -1.97
H 3.66 -1.33 -3.14
H 2.99 -1.20 -0.18
H 3.25 1.26 -0.66
H 3.80 1.25 -3.24
H 2.48 2.24 -2.63
H 1.48 1.32 -4.47
H 2.32 -0.21 -4.41
H -2.21 1.66 4.09
H -0.48 1.46 4.27
H -1.56 0.12 4.59
C -4.00 -0.72 3.33
C -3.43 0.32 2.41
O -4.03 1.31 2.05
H -3.81 -1.72 2.91
H -5.09 -0.59 3.45
H -3.53 -0.65 4.32
*
```

natural (NBO) population analysis, charges in e, atoms 1 to 4: 1.045, 1.006, -0.754, -0.747

Entry from the OMol25 dataset: C17H35BNO4P2Ti as an isolated structure at a distorted geometry (ωB97M-V/def2-TZVPD).

Results
Gap between HOMO and LUMO (alpha / beta): 6.24 / 9.05 eV

```
! RIJCOSX wB97M-V def2-TZVPD def2/J DEFGRID3
* xyz 1 3
Ti 0.09 -0.92 -0.82
P -2.27 -0.16 -1.07
C -2.17 0.53 -2.78
C -0.77 0.87 -3.27
N 0.31 0.48 -2.54
C 1.54 0.97 -2.89
C 1.70 1.80 -3.99
C 0.62 2.11 -4.82
C -0.63 1.61 -4.44
C 2.76 0.67 -2.01
P 2.58 -0.79 -0.94
H -1.52 1.88 -5.03
H 2.70 2.15 -4.23
H 0.75 2.70 -5.72
H 3.63 0.51 -2.67
H 2.97 1.55 -1.37
H -2.74 -0.08 -3.50
H -2.78 1.47 -2.77
H -1.26 -3.30 -3.90
O -1.95 -3.71 -4.43
H -2.02 -3.08 -5.17
H -0.46 -1.05 1.01
O 0.21 -2.68 -0.39
H 0.18 -3.50 -0.90
C 3.17 -2.16 -1.96
H 4.20 -1.96 -2.30
H 3.16 -3.07 -1.34
H 2.52 -2.31 -2.83
C 3.73 -0.69 0.43
H 3.74 -1.68 0.92
H 4.75 -0.47 0.09
H 3.39 0.05 1.16
C -3.13 1.28 -0.36
H -4.11 1.37 -0.85
H -3.24 1.16 0.73
H -2.53 2.17 -0.56
C -3.53 -1.47 -1.02
H -3.71 -1.72 0.04
H -4.48 -1.13 -1.46
H -3.17 -2.37 -1.52
C -1.92 0.97 4.04
C -0.61 1.15 3.30
C -0.10 2.58 3.52
O -0.87 1.02 1.89
B 0.01 0.01 1.48
O 1.13 -0.17 2.33
C 0.50 0.03 3.61
C 1.56 0.44 4.61
C -0.08 -1.31 4.07
H -1.78 0.99 5.13
H -2.40 0.02 3.77
H -2.61 1.78 3.78
H -0.83 3.30 3.15
H 0.03 2.79 4.59
H 0.85 2.76 3.00
H 1.14 0.50 5.62
H 2.35 -0.32 4.63
H 2.02 1.41 4.36
H -0.90 -1.67 3.43
H 0.71 -2.07 4.06
H -0.44 -1.26 5.10
*
```

natural (NBO) population analysis, charges in e, atoms 1 to 4: 0.968, 0.887, -0.767, 0.267

Entry from the OMol25 dataset: C17H35ClIN2OP2Rh as an isolated structure at a distorted geometry (ωB97M-V/def2-TZVPD).

Results
Gap between HOMO and LUMO (alpha / beta): 6.09 / 4.77 eV

```
! RIJCOSX wB97M-V def2-TZVPD def2/J DEFGRID3
* xyz 2 5
C -0.08 -1.12 -2.06
I 2.11 -1.75 -0.54
H -0.75 -0.75 -2.90
H 0.22 -0.24 -1.48
H -0.88 -1.57 -1.49
Rh 2.12 3.51 -2.26
P 0.69 4.72 -3.24
C 0.45 4.12 -1.23
C 3.74 3.53 -3.67
H 4.08 4.51 -3.99
H -0.96 4.25 -4.82
H 3.45 3.01 -4.56
H 0.42 3.00 -4.83
H 1.30 3.89 -0.51
H 4.61 2.97 -3.21
C -0.32 3.55 -4.25
H 0.21 5.16 -0.90
H -0.80 3.02 -3.43
H -0.32 3.35 -1.07
P 0.74 -2.71 -2.48
C 0.13 -3.52 -0.91
C -0.17 -3.31 -3.94
H 2.21 -2.00 -4.38
H 2.54 -3.64 -3.87
H 3.22 -2.27 -3.00
C 2.34 -2.64 -3.51
H 0.08 -2.69 -4.80
H 0.16 -4.34 -4.22
H 0.31 -4.60 -0.89
H -0.92 -3.26 -0.58
H -1.25 -3.32 -3.84
H 0.74 -3.14 0.01
Cl 1.77 1.42 -2.53
C -4.05 -1.82 3.89
C -2.60 -1.98 4.36
N -1.70 -0.93 3.84
C -1.95 0.47 4.30
C -1.55 0.58 5.75
C -1.10 -1.20 2.66
O -1.39 -2.17 1.93
C -0.09 -0.22 2.19
C 0.95 0.37 2.86
C 1.82 1.12 2.10
C 1.69 1.22 0.72
N 0.67 0.64 0.09
C -0.26 0.00 0.80
H -4.41 -0.84 4.19
H -4.66 -2.59 4.35
H -4.10 -1.93 2.80
H -2.55 -1.89 5.47
H -2.17 -2.92 4.02
H -1.36 1.15 3.67
H -3.01 0.76 4.16
H -0.55 0.20 5.89
H -1.63 1.62 6.05
H -2.22 -0.02 6.36
H 1.10 0.22 3.93
H 2.68 1.67 2.56
H 2.42 1.72 0.11
H -1.16 -0.34 0.29
*
```

natural (NBO) population analysis, charges in e, atoms 1 to 4: -1.055, 0.171, 0.248, 0.319

Entry from the OMol25 dataset: C17H35F2N2O16S2Zn as an isolated structure at a distorted geometry (ωB97M-V/def2-TZVPD).

Results
Gap between HOMO and LUMO: 8.65 eV

```
! RIJCOSX wB97M-V def2-TZVPD def2/J DEFGRID3
* xyz 1 1
Zn 13.82 -17.01 13.93
N 15.36 -15.94 13.65
S 16.87 -16.12 13.15
O 17.88 -16.30 14.18
O 17.27 -15.66 11.78
F 16.54 -17.67 12.99
S 15.60 -14.24 13.50
O 15.40 -13.66 12.20
O 16.46 -13.65 14.49
F 14.20 -13.87 14.23
C 15.28 -19.04 15.87
O 14.50 -17.83 15.60
C 14.17 -17.07 16.81
C 12.88 -16.39 16.59
O 12.72 -15.93 15.30
C 11.54 -15.22 14.94
C 11.39 -15.11 13.34
O 12.61 -15.60 12.73
C 12.69 -15.32 11.35
H 16.03 -18.76 16.60
H 15.83 -19.34 14.98
H 14.76 -19.97 16.12
H 14.92 -16.29 16.82
H 14.23 -17.68 17.71
H 12.90 -15.57 17.31
H 12.09 -17.04 16.97
H 11.47 -14.29 15.51
H 10.66 -15.74 15.31
H 11.31 -14.04 13.13
H 10.57 -15.65 12.87
H 12.95 -14.28 11.17
H 11.74 -15.46 10.83
H 13.45 -15.97 10.90
C 15.20 -18.48 9.19
O 15.16 -19.53 10.22
C 14.65 -19.27 11.47
O 14.38 -18.14 11.90
O 14.65 -20.40 12.16
C 15.13 -21.61 11.70
H 15.27 -17.46 9.57
H 14.26 -18.49 8.64
H 15.93 -18.75 8.43
H 14.72 -21.89 10.73
H 14.77 -22.37 12.40
H 16.21 -21.58 11.57
C 18.87 -18.33 10.14
O 20.20 -18.76 9.73
C 21.29 -18.78 10.53
O 21.29 -18.43 11.70
O 22.38 -18.88 9.69
C 23.63 -18.30 10.15
H 18.97 -17.26 10.29
H 18.44 -18.94 10.93
H 18.23 -18.51 9.28
H 23.47 -17.24 10.33
H 24.48 -18.34 9.48
H 23.98 -18.81 11.05
C 13.78 -11.14 16.43
O 14.77 -10.37 15.79
C 14.74 -10.34 14.40
O 13.95 -10.94 13.65
O 15.83 -9.78 14.06
C 16.35 -9.93 12.78
H 13.53 -12.05 15.89
H 12.91 -10.49 16.54
H 14.12 -11.39 17.44
H 16.34 -10.93 12.35
H 17.37 -9.55 12.66
H 15.66 -9.39 12.14
C 19.75 -19.26 15.16
C 18.87 -20.43 15.16
N 18.24 -21.43 15.12
H 20.38 -19.16 14.27
H 20.37 -19.20 16.05
H 19.11 -18.39 15.02
*
```

Löwdin population analysis, charges in e, atoms 1 to 4: 0.875, -0.297, 0.540, -0.250

no.,M (g mol⁻¹),electronic energy (eV)
1,826.23,-150008.2999
2,795.85,-88119.5025
3,397.80,-89264.8848
4,422.83,-42276.6293
5,438.10,-70243.9915
6,610.69,-65409.3428
7,690.99,-129448.1650